a | Here is a cluster of 11 separate species, C99H209N11O11 in total from OMol25. Energies are from wB97M-V/def2-TZVPD.

Atoms and positions in Å:
C 11.2970 16.8113 13.3215
C 11.7122 17.4681 14.6291
C 12.5240 18.7253 14.2458
C 10.4884 17.9043 15.4098
C 10.7806 18.3804 16.7801
C 11.5110 17.2986 17.5578
C 12.8622 16.9081 16.9056
C 13.9168 18.0189 16.8889
C 13.4497 15.6753 17.5280
N 12.4254 16.5058 15.5407
O 13.4878 15.9089 14.8124
H 12.1522 16.8564 12.6775
H 10.9717 15.7936 13.4741
H 10.4891 17.3166 12.8083
H 13.5614 18.4720 14.0960
H 12.1430 19.1361 13.2660
H 12.5705 19.4961 14.9876
H 9.9015 18.5411 14.7134
H 9.7797 17.0554 15.5863
H 11.4689 19.2563 16.8244
H 9.9058 18.6797 17.3114
H 11.0118 16.3270 17.6136
H 11.7083 17.6428 18.5904
H 14.6421 17.7321 16.1540
H 14.3561 18.0605 17.8769
H 13.5678 19.0699 16.5880
H 13.8871 15.7356 18.5166
H 14.2665 15.2981 16.8869
H 12.6871 14.9137 17.5008
H 13.1339 15.0786 14.5695
C 18.1961 15.9246 13.9730
C 17.2502 16.5791 12.9226
C 16.5795 17.7734 13.5929
C 18.2670 17.0231 11.7868
C 17.5515 17.5364 10.4951
C 16.6375 16.3638 10.0559
C 15.6104 15.9509 11.0887
C 14.4670 16.9633 11.2704
C 15.0181 14.5570 10.5071
N 16.4067 15.5731 12.2948
O 15.7137 14.8397 13.2658
H 17.5632 15.3294 14.7117
H 18.9011 15.2201 13.5005
H 18.8974 16.6058 14.4568
H 15.6501 17.4030 14.1587
H 17.2621 18.1747 14.3556
H 16.2769 18.5536 12.9440
H 18.8075 17.8317 12.2625
H 18.9643 16.1860 11.5656
H 17.0523 18.5039 10.7371
H 18.2091 17.6757 9.6578
H 17.3510 15.5386 9.9153
H 16.1572 16.5137 9.0990
H 13.6841 16.5926 11.8703
H 14.0765 17.2804 10.2879
H 14.7205 17.8852 11.7641
H 14.0142 14.3115 10.8244
H 15.7403 13.7384 10.6001
H 14.9378 14.6044 9.4262
H 15.1760 15.4389 13.8174
C 24.5443 17.7501 15.9121
C 23.3166 16.8997 15.5658
C 22.6483 16.5055 16.9197
C 22.2402 17.6510 14.8720
C 22.4684 17.9528 13.3941
C 22.6592 16.6436 12.6981
C 23.8660 15.8282 13.2812
C 23.7823 14.5122 12.6053
C 25.2543 16.5058 12.8782
N 23.5507 15.6829 14.7546
O 24.5518 14.8700 15.3714
H 24.9050 18.1297 14.9927
H 24.2568 18.5219 16.5641
H 25.3403 17.1714 16.4539
H 23.4492 16.0387 17.5109
H 22.2695 17.3853 17.3881
H 21.8333 15.7653 16.9142
H 21.3411 17.0851 15.0203
H 22.1628 18.5524 15.5004
H 21.5053 18.4580 13.0976
H 23.3126 18.6324 13.2017
H 22.8260 16.7914 11.6119
H 21.7747 16.0278 12.7006
H 24.5790 13.8450 13.0318
H 23.9506 14.5822 11.5369
H 22.8307 14.0654 12.8243
H 26.0617 16.0255 13.4443
H 25.2169 17.5872 13.0307
H 25.3350 16.2551 11.8336
H 23.9932 14.1288 15.6549
C 15.1011 21.6637 19.1644
C 14.0911 21.6069 20.3066
C 13.0083 20.6231 19.8861
C 14.7272 21.0870 21.6031
C 15.6492 22.1350 22.2236
C 14.8587 23.4287 22.5178
C 14.2403 23.9725 21.1959
C 13.4224 25.1914 21.5892
C 15.3431 24.6503 20.3032
N 13.4275 22.8890 20.6518
O 12.8610 23.3395 19.4198
H 16.0393 22.1011 19.3765
H 15.4236 20.6326 18.9011
H 14.8195 22.2434 18.3150
H 13.4038 19.5989 19.9135
H 12.1016 20.6321 20.5814
H 12.6327 20.8507 18.8770
H 13.8763 20.8630 22.2851
H 15.2891 20.1780 21.4142
H 16.1670 21.8442 23.0987
H 16.4249 22.4509 21.5099
H 15.3875 24.1862 23.0353
H 14.0463 23.1492 23.1930
H 12.6075 24.8479 22.1962
H 13.0261 25.8055 20.7530
H 14.0283 25.8939 22.1799
H 15.8034 25.3714 20.9904
H 14.8181 25.1702 19.4579
H 16.0540 23.8918 19.8664
H 11.9294 23.1258 19.5470
C 18.8535 12.1689 19.7916
C 19.7401 13.3796 19.3459
C 19.1855 14.6787 19.8424
C 21.2310 13.4022 19.9094
C 22.2187 12.5304 19.2419
C 22.2179 12.6857 17.7576
C 20.7938 12.4869 17.1504
C 20.8729 12.8735 15.7178
C 20.4891 10.9527 17.2016
N 19.8568 13.3759 17.8707
O 18.5350 13.3064 17.2722
H 18.3979 11.6528 18.9750
H 19.5513 11.4735 20.2614
H 18.1461 12.5610 20.5427
H 19.8766 15.4662 19.5329
H 18.1805 14.9702 19.5708
H 19.1529 14.6810 20.9525
H 21.7019 14.3672 19.7014
H 21.2116 13.2933 21.0204
H 23.2559 12.7336 19.5773
H 22.0458 11.4640 19.5007
H 22.8088 11.9268 17.2586
H 22.5975 13.6295 17.4549
H 20.0239 12.5184 15.1366
H 21.7091 12.4323 15.1877
H 21.1085 13.9451 15.6474
H 20.9700 10.5045 16.3840
H 19.3819 10.7858 17.2761
H 20.8283 10.4553 18.1119
H 18.3686 14.2498 17.0066
C 27.0338 23.6361 20.5405
C 27.5799 22.3319 19.8928
C 28.8037 22.6922 19.0649
C 28.0350 21.2730 20.9326
C 26.8139 20.7281 21.7275
C 25.9278 19.9569 20.7641
C 25.4759 20.9667 19.6127
C 24.8979 20.1336 18.5196
C 24.4234 21.9630 20.1238
N 26.6297 21.6534 18.9412
O 26.1465 22.5784 18.0373
H 27.8501 24.3209 20.8407
H 26.4890 24.0651 19.6854
H 26.5059 23.4205 21.4766
H 29.4767 23.1201 19.7553
H 29.3528 21.7946 18.7255
H 28.5124 23.3999 18.2551
H 28.5236 20.3916 20.4357
H 28.7635 21.7112 21.6265
H 27.2042 20.1160 22.5158
H 26.3123 21.5607 22.1971
H 24.9305 19.7032 21.2361
H 26.4640 19.1908 20.3097
H 24.4623 20.7470 17.7040
H 24.0920 19.5132 18.7537
H 25.6801 19.5021 17.9982
H 23.5087 21.3983 20.1282
H 24.3194 22.8396 19.4985
H 24.7423 22.2832 21.1045
H 26.5981 22.4553 17.1622
C 18.9265 25.8790 19.9754
C 20.0830 26.4421 20.7971
C 19.5008 26.6622 22.1519
C 21.2529 25.4154 20.7085
C 22.4798 25.9645 21.3079
C 22.8787 27.2739 20.5133
C 21.7786 28.3555 20.5255
C 21.5986 28.8784 21.9809
C 22.1938 29.4318 19.4944
N 20.5531 27.6072 20.0605
O 19.5247 28.5974 19.9669
H 19.4520 25.7983 18.9810
H 18.6117 24.9014 20.4139
H 18.0717 26.5541 19.8727
H 18.8608 25.8419 22.4188
H 20.2439 26.7739 22.8958
H 18.9762 27.6073 22.1424
H 21.0284 24.4335 21.1087
H 21.3297 25.3442 19.6311
H 22.4758 26.1620 22.3807
H 23.2983 25.2362 21.1041
H 23.1766 27.0372 19.4998
H 23.7749 27.7419 20.8553
H 20.6516 29.2552 22.0906
H 22.3635 29.6178 22.1663
H 21.7081 28.1116 22.7586
H 21.6107 30.3658 19.5563
H 22.1695 29.0734 18.4824
H 23.2579 29.7616 19.5824
H 19.2604 28.7587 19.0718
C 20.4588 23.8503 12.9962
C 20.7828 22.6889 13.9326
C 19.8308 21.4949 13.7705
C 22.2073 22.2337 13.5943
C 23.2984 23.2792 14.0474
C 23.1208 23.3674 15.5693
C 21.7454 23.8180 16.0106
C 21.5909 23.5420 17.4548
C 21.3940 25.2750 15.6590
N 20.7486 22.9485 15.3337
O 19.4223 23.3026 15.7752
H 19.5816 24.4190 13.1913
H 21.2370 24.5963 12.9095
H 20.3589 23.4237 11.9957
H 20.0734 20.7980 14.5767
H 18.8183 21.8921 13.9067
H 19.9665 21.0565 12.7768
H 22.3599 21.3470 14.2202
H 22.2178 22.0256 12.5468
H 24.2433 22.9088 13.7528
H 23.1786 24.2311 13.4979
H 23.8873 23.8884 16.0773
H 23.1962 22.3478 15.8628
H 20.5709 23.7277 17.8654
H 22.1659 24.2195 18.0377
H 21.7195 22.4531 17.5752
H 20.3273 25.3564 15.8825
H 21.6147 25.4420 14.6046
H 22.0170 25.9702 16.2969
H 19.1957 22.4773 16.2672
C 23.7549 16.7385 25.4616
C 22.9530 17.9524 24.8520
C 23.0102 19.1314 25.8281
C 23.4328 18.4296 23.4521
C 23.1415 17.3490 22.3856
C 21.6498 17.1813 22.2964
C 21.0779 16.6325 23.6279
C 19.6125 16.6810 23.5903
C 21.5381 15.1524 23.7780
N 21.5090 17.6200 24.6893
O 21.0091 17.1553 25.9777
H 24.7247 17.1992 25.7226
H 23.3041 16.3839 26.3735
H 23.8677 15.8561 24.8210
H 23.9951 19.5994 25.7765
H 22.3079 19.9184 25.5085
H 22.9029 18.9087 26.8793
H 22.9533 19.3390 23.0835
H 24.4818 18.7342 23.5426
H 23.5273 17.6042 21.3768
H 23.6054 16.3468 22.5719
H 21.3475 16.5553 21.4380
H 21.1587 18.1369 22.2001
H 19.3568 17.7271 23.7739
H 19.0639 16.0348 24.2582
H 19.2825 16.4398 22.5838
H 21.2192 14.8150 24.7249
H 22.6102 14.9921 23.6691
H 20.9994 14.5696 22.9892
H 20.5016 17.8815 26.3502
C 15.8236 23.8238 13.2862
C 15.2383 22.6445 14.1027
C 16.2128 21.4620 13.9827
C 15.0183 22.9527 15.5550
C 13.8085 23.7714 15.8383
C 12.5384 23.1736 15.2757
C 12.6318 22.9213 13.7616
C 11.3748 22.0364 13.4453
C 12.5611 24.2346 12.9180
N 13.8664 22.0603 13.6182
O 13.9984 21.7944 12.2561
H 15.4668 23.7389 12.2823
H 15.4858 24.7964 13.5795
H 16.9410 23.7864 13.2480
H 17.0996 21.4827 14.6419
H 15.6572 20.5652 14.2951
H 16.5470 21.3769 12.9638
H 14.7787 21.9195 15.9969
H 15.9561 23.2282 15.9681
H 13.8027 23.8638 16.9289
H 13.8856 24.8317 15.5769
H 11.6023 23.8015 15.4456
H 12.4191 22.2036 15.7830
H 11.4491 21.4539 12.5380
H 10.6285 22.7540 13.2181
H 11.1727 21.4173 14.3451
H 13.0812 25.0408 13.4336
H 11.4882 24.4183 12.7845
H 12.9627 24.0248 11.9279
H 13.7691 20.8607 12.1963
C 19.2520 21.8107 20.2364
C 19.3224 20.3140 19.8082
C 20.7815 19.8676 19.8163
C 18.4759 19.5812 20.8010
C 18.1496 18.1095 20.4001
C 17.3162 18.2422 19.1066
C 18.0965 18.9154 17.9965
C 19.2141 17.9230 17.5173
C 17.1189 19.2915 16.9378
N 18.5663 20.2017 18.5460
O 19.3172 20.8550 17.4990
H 19.5672 22.3862 19.4077
H 18.1806 22.0093 20.4561
H 19.8315 21.9766 21.1567
H 20.8880 18.7763 19.8202
H 21.4843 20.2117 19.0579
H 21.2011 20.2354 20.7791
H 18.9225 19.6045 21.8043
H 17.5285 20.1325 20.7983
H 19.0886 17.5552 20.3715
H 17.5528 17.6832 21.2321
H 16.3710 18.7480 19.4618
H 17.0260 17.2073 18.8444
H 18.7888 17.0103 17.0678
H 19.8199 17.7495 18.3472
H 19.8244 18.4180 16.7257
H 16.2896 19.9804 17.1075
H 16.5580 18.3707 16.6323
H 17.5764 19.8104 16.1342
H 20.2009 20.4317 17.3456

As for the HOMO-LUMO gap: 8.64 eV. The structure (SMILES) is CC1(C)CCCC(C)(C)N1O.CC1(C)CCCC(C)(C)N1O.CC1(C)CCCC(C)(C)N1O.CC1(C)CCCC(C)(C)N1O.CC1(C)CCCC(C)(C)N1O.CC1(C)CCCC(C)(C)N1O.CC1(C)CCCC(C)(C)N1O.CC1(C)CCCC(C)(C)N1O.CC1(C)CCCC(C)(C)N1O.CC1(C)CCCC(C)(C)N1O.CC1(C)CCCC(C)(C)N1O. As for the net charge: 0.


b | Here is a cluster of 11 separate species, C99H209N11O11 in total from OMol25. Energies are from wB97M-V/def2-TZVPD.

Atoms and positions in Å:
C -3.6767 7.0748 2.8010
C -4.4015 6.1137 1.7622
C -5.9685 6.3482 1.8097
C -4.0431 6.4001 0.3349
C -2.6344 6.0143 0.0353
C -2.4891 4.4310 0.2435
C -2.9007 4.0701 1.7070
C -3.1528 2.5480 1.6824
C -1.6677 4.4241 2.5718
N -4.1547 4.7115 2.0775
O -4.6079 4.3190 3.3279
H -2.6465 6.8920 3.1065
H -3.7561 8.1125 2.4769
H -4.2019 7.0541 3.7559
H -6.4064 6.1115 2.7794
H -5.9904 7.4379 1.8001
H -6.4673 5.7547 1.0435
H -4.6389 5.7882 -0.3424
H -4.2816 7.4289 0.0653
H -2.3646 6.3712 -0.9587
H -1.9797 6.5442 0.7271
H -1.4216 4.2971 0.0686
H -3.0988 3.9011 -0.4883
H -3.3939 2.1610 2.6724
H -2.2695 2.0027 1.3499
H -3.9328 2.3752 0.9409
H -0.8646 3.7014 2.4275
H -1.8108 4.4262 3.6523
H -1.2584 5.4195 2.3991
H -5.3878 3.8098 3.0953
C -2.7233 -2.2868 -9.7914
C -1.7948 -1.4338 -8.9020
C -0.3449 -1.4801 -9.5366
C -2.2755 0.0229 -9.0466
C -1.6106 0.9332 -7.9906
C -1.7331 0.4265 -6.5741
C -1.2988 -1.1223 -6.4581
C 0.2765 -1.2122 -6.4020
C -1.7863 -1.5684 -5.1268
N -1.9618 -1.9519 -7.4637
O -1.6655 -3.2368 -7.4017
H -2.3565 -3.3017 -9.9449
H -3.7206 -2.4170 -9.3713
H -2.7752 -1.8729 -10.7984
H 0.2266 -0.5763 -9.3256
H 0.2259 -2.3356 -9.1755
H -0.3786 -1.5526 -10.6237
H -2.1450 0.4554 -10.0386
H -3.3185 0.1358 -8.7507
H -0.6107 1.1846 -8.3441
H -1.9724 1.9609 -8.0195
H -2.7139 0.5717 -6.1211
H -1.0217 0.9408 -5.9279
H 0.7587 -0.5876 -7.1539
H 0.6435 -2.2195 -6.5992
H 0.6979 -0.9027 -5.4456
H -2.8678 -1.6918 -5.0707
H -1.5011 -0.8308 -4.3767
H -1.4794 -2.5868 -4.8887
H -0.7953 -3.2085 -7.8060
C 5.2834 2.2542 1.1585
C 6.7306 2.5563 1.6917
C 6.7248 3.3292 3.0425
C 7.3475 1.1534 1.9895
C 8.0280 0.4105 0.8319
C 9.0402 1.2986 0.0632
C 8.3877 2.6188 -0.3925
C 9.5739 3.5838 -0.8047
C 7.4415 2.2891 -1.5651
N 7.6417 3.2510 0.7335
O 7.2737 4.5431 0.4832
H 5.3850 1.5180 0.3611
H 4.6814 1.7908 1.9402
H 4.8367 3.1807 0.7979
H 7.6951 3.5511 3.4867
H 6.0193 4.1559 2.9591
H 6.2438 2.7573 3.8360
H 8.0915 1.3527 2.7608
H 6.6132 0.4177 2.3174
H 8.6238 -0.4425 1.1565
H 7.2427 -0.0780 0.2551
H 9.2796 0.7377 -0.8402
H 9.8500 1.5936 0.7305
H 10.4046 3.0391 -1.2535
H 9.9980 4.1734 0.0082
H 9.0846 4.2882 -1.4773
H 6.7908 1.4212 -1.4584
H 8.0031 1.9863 -2.4489
H 6.9294 3.2013 -1.8712
H 7.9509 5.0597 0.9261
C -5.4676 2.9476 -5.1347
C -4.4495 3.8747 -4.3967
C -5.1952 4.8158 -3.4370
C -3.5761 2.8464 -3.5455
C -2.1746 3.2616 -3.1972
C -1.5713 4.0126 -4.4170
C -2.3873 5.1456 -5.1270
C -2.5144 6.3263 -4.1827
C -1.5985 5.5251 -6.4204
N -3.6888 4.5574 -5.4604
O -4.4215 5.4056 -6.1878
H -6.2674 3.4462 -5.6824
H -4.9975 2.4263 -5.9686
H -5.9209 2.2057 -4.4773
H -5.7841 4.2419 -2.7215
H -4.5553 5.3967 -2.7728
H -5.7296 5.5312 -4.0621
H -3.9961 2.7566 -2.5437
H -3.6193 1.8653 -4.0185
H -2.1500 3.9050 -2.3177
H -1.6129 2.3745 -2.9045
H -1.3385 3.2871 -5.1964
H -0.6216 4.5103 -4.2206
H -1.6460 6.9822 -4.2449
H -2.5674 5.9845 -3.1490
H -3.3916 6.9464 -4.3675
H -2.2527 6.2200 -6.9470
H -1.4253 4.7629 -7.1801
H -0.5826 5.8855 -6.2585
H -4.6140 4.8422 -6.9409
C 3.5884 -0.2792 7.9557
C 4.4294 -1.5893 7.7980
C 5.0611 -1.9899 9.1303
C 3.3784 -2.7106 7.4028
C 3.0128 -2.6747 5.9256
C 4.2462 -2.6600 5.0082
C 5.2347 -1.5022 5.3191
C 6.5814 -1.9539 4.6687
C 4.7287 -0.1947 4.7554
N 5.4958 -1.4415 6.7681
O 6.3705 -0.4848 7.1025
H 2.7167 -0.4044 8.5980
H 4.2843 0.4584 8.3555
H 3.0987 0.0761 7.0490
H 4.4315 -2.7479 9.5964
H 5.9878 -2.5519 9.0139
H 5.3726 -1.2845 9.9006
H 3.9072 -3.6602 7.4848
H 2.5378 -2.6954 8.0965
H 2.3296 -3.4785 5.6512
H 2.4602 -1.7686 5.6772
H 3.8142 -2.5137 4.0182
H 4.5530 -3.7057 4.9837
H 7.4415 -1.3111 4.8563
H 6.5032 -2.1035 3.5918
H 6.8079 -2.9207 5.1182
H 5.3804 0.5600 5.1956
H 3.7374 0.0960 5.1031
H 4.7563 -0.2436 3.6668
H 7.2088 -0.9333 7.2361
C 4.0370 1.7119 -2.7843
C 3.3470 2.6398 -3.8123
C 1.8741 2.9953 -3.2703
C 4.2247 3.9205 -3.7164
C 3.9338 4.9754 -4.8113
C 4.0795 4.3487 -6.1780
C 3.2302 3.0449 -6.3039
C 1.6914 3.4106 -6.5184
C 3.7179 2.3506 -7.6715
N 3.4721 2.1270 -5.1803
O 2.7674 0.9560 -5.3433
H 5.0798 1.4649 -2.9840
H 3.8872 2.0380 -1.7551
H 3.5712 0.7281 -2.7273
H 1.9955 2.9855 -2.1871
H 1.4140 3.8771 -3.7160
H 1.2353 2.1122 -3.2861
H 4.2026 4.5165 -2.8040
H 5.2921 3.7000 -3.7009
H 2.9502 5.4158 -4.6478
H 4.6447 5.7957 -4.7131
H 5.0817 4.1321 -6.5479
H 3.7618 5.1221 -6.8772
H 1.2598 4.2054 -5.9100
H 1.1714 2.4692 -6.3411
H 1.4775 3.7691 -7.5253
H 3.0986 1.6058 -8.1713
H 4.6820 1.8904 -7.4551
H 3.9427 3.0908 -8.4394
H 3.4667 0.3027 -5.2668
C -0.8453 1.4722 8.5712
C -2.1034 1.6529 7.7142
C -3.0293 2.6864 8.4275
C -1.7788 2.2721 6.3254
C -1.1319 1.2209 5.3433
C -2.1098 0.0763 5.0662
C -2.4704 -0.6235 6.3888
C -3.6409 -1.5488 6.0812
C -1.3572 -1.6067 6.8225
N -2.8149 0.3786 7.4337
O -3.2168 -0.1623 8.6190
H -1.0477 1.0100 9.5373
H -0.0217 0.8511 8.2191
H -0.3900 2.4527 8.7111
H -2.5678 3.6731 8.4685
H -4.0979 2.7234 8.2159
H -3.0036 2.3477 9.4632
H -2.6465 2.6321 5.7726
H -1.1904 3.1712 6.5084
H -1.0718 1.7191 4.3756
H -0.1166 0.9006 5.5771
H -1.7325 -0.6398 4.3362
H -2.9959 0.4977 4.5916
H -3.5399 -2.2395 5.2441
H -4.5383 -0.9523 5.9165
H -3.9647 -2.0641 6.9855
H -1.6101 -2.1759 7.7171
H -0.4605 -1.0213 7.0254
H -1.0977 -2.3398 6.0588
H -4.1690 -0.0403 8.6101
C -2.2961 -5.3637 1.3358
C -2.9789 -5.3827 2.7424
C -4.3679 -4.6367 2.7758
C -3.3024 -6.8844 3.1034
C -2.0800 -7.7256 3.4738
C -1.2796 -6.9236 4.5518
C -0.8634 -5.4828 4.1559
C -0.2867 -4.7816 5.4304
C 0.2704 -5.6663 3.1402
N -2.0170 -4.8077 3.7201
O -1.7983 -3.4366 3.6198
H -1.5155 -6.1110 1.1932
H -3.0218 -5.5517 0.5445
H -2.0572 -4.3499 1.0144
H -5.1310 -5.1152 2.1619
H -4.8730 -4.5677 3.7392
H -4.3126 -3.5666 2.5758
H -4.0302 -6.8835 3.9149
H -3.9249 -7.3184 2.3209
H -2.4581 -8.6972 3.7918
H -1.4030 -7.9143 2.6407
H -0.4040 -7.4888 4.8709
H -1.9060 -6.8685 5.4421
H -0.9901 -4.7076 6.2598
H 0.2579 -3.8479 5.2899
H 0.4047 -5.5148 5.8458
H 1.2592 -5.8212 3.5720
H 0.4971 -4.7756 2.5543
H 0.0958 -6.4784 2.4344
H -1.2318 -3.3789 2.8469
C 3.7539 -6.2448 -1.6564
C 3.3662 -4.9502 -0.8672
C 2.8012 -5.3115 0.5234
C 4.7208 -4.2672 -0.5713
C 5.3656 -3.5532 -1.7959
C 4.3493 -2.6423 -2.4037
C 2.9508 -3.2646 -2.7572
C 2.0470 -1.9506 -2.9418
C 3.0761 -3.9901 -4.1546
N 2.4599 -4.0966 -1.6517
O 1.1246 -4.4246 -1.5592
H 4.2438 -6.8446 -0.8894
H 2.8953 -6.8542 -1.9384
H 4.4748 -6.1676 -2.4703
H 3.5875 -5.3095 1.2783
H 2.1054 -4.5535 0.8831
H 2.2746 -6.2588 0.4074
H 4.3883 -3.5133 0.1423
H 5.4864 -4.8939 -0.1139
H 6.2577 -2.9978 -1.5063
H 5.7190 -4.2965 -2.5105
H 4.9086 -2.5036 -3.3290
H 4.2981 -1.6904 -1.8752
H 2.0389 -1.1999 -2.1516
H 0.9951 -2.1939 -3.0915
H 2.3196 -1.5011 -3.8966
H 3.8775 -4.7285 -4.1331
H 3.0303 -3.3012 -4.9980
H 2.2659 -4.6990 -4.3253
H 1.0169 -5.0117 -2.3111
C -8.5544 -0.7682 0.8096
C -7.6811 -2.0743 0.4520
C -7.0915 -2.7203 1.7188
C -8.6822 -3.0818 -0.2050
C -7.9979 -4.1969 -0.9678
C -7.1227 -3.5706 -2.0350
C -5.9823 -2.6961 -1.5062
C -4.8760 -3.5407 -0.8253
C -5.3869 -1.9318 -2.7415
N -6.6625 -1.7251 -0.5731
O -5.8523 -0.6763 -0.0824
H -7.9989 0.0776 1.2146
H -8.9495 -0.3317 -0.1077
H -9.4115 -0.9598 1.4553
H -6.8053 -3.7539 1.5243
H -6.3064 -2.0787 2.1189
H -7.8010 -2.8348 2.5384
H -9.2989 -3.5628 0.5542
H -9.4740 -2.7250 -0.8637
H -7.3905 -4.7040 -0.2181
H -8.7042 -4.9518 -1.3132
H -7.7429 -3.0646 -2.7749
H -6.5944 -4.3713 -2.5526
H -4.2697 -2.8712 -0.2152
H -4.2450 -4.0588 -1.5474
H -5.2069 -4.2998 -0.1164
H -6.1185 -1.3184 -3.2675
H -4.9619 -2.5456 -3.5357
H -4.7061 -1.1160 -2.4982
H -6.2250 0.0277 -0.6182
C 2.7605 -1.5387 1.2853
C 1.4366 -0.7331 1.3069
C 1.0168 -0.8041 2.8242
C 1.7889 0.6565 0.7937
C 0.5608 1.4887 0.4619
C -0.4929 0.7517 -0.4096
C -0.7989 -0.7229 0.0074
C -1.9289 -0.7093 0.9763
C -1.3384 -1.4381 -1.2574
N 0.4611 -1.4060 0.3836
O 0.2344 -2.7324 0.7031
H 2.6677 -2.4478 1.8796
H 2.8801 -1.7681 0.2264
H 3.6543 -0.9548 1.5051
H 0.5573 -1.7610 3.0717
H 1.7951 -0.7899 3.5871
H 0.2702 -0.0700 3.1269
H 2.3264 1.0653 1.6494
H 2.5888 0.6442 0.0534
H -0.0261 1.7649 1.3379
H 0.7766 2.4824 0.0694
H -0.0764 0.7141 -1.4162
H -1.3827 1.3753 -0.3229
H -1.6275 -0.1106 1.8359
H -2.2619 -1.6864 1.3263
H -2.9025 -0.2959 0.7133
H -0.5254 -1.7615 -1.9074
H -2.1417 -0.9807 -1.8349
H -1.8124 -2.4007 -1.0655
H 0.7112 -3.1374 -0.0251

As for the HOMO-LUMO gap: 8.07 eV. The structure (SMILES) is CC1(C)CCCC(C)(C)N1O.CC1(C)CCCC(C)(C)N1O.CC1(C)CCCC(C)(C)N1O.CC1(C)CCCC(C)(C)N1O.CC1(C)CCCC(C)(C)N1O.CC1(C)CCCC(C)(C)N1O.CC1(C)CCCC(C)(C)N1O.CC1(C)CCCC(C)(C)N1O.CC1(C)CCCC(C)(C)N1O.CC1(C)CCCC(C)(C)N1O.CC1(C)CCCC(C)(C)N1O. As for the net charge: 0.


Among the structures above, stability is smallest for b.